1.
Formula: C10H16N2RhS2
Source: the OMol25 dataset
Level of theory: ωB97M-V/def2-TZVPD

total charge: +1
E_LUMO (alpha / beta): -0.0880 / -0.2129 Ha
Kohn-Sham gap (alpha / beta): 7.59 / 5.99 eV
⟨S²⟩: 6.0176
multiplicity: 5

Geometry (Å):
1 Rh -2.13439 -12.11487 4.73581
2 N -3.28733 -14.10899 4.67253
3 C -4.69491 -14.23057 4.37466
4 C -5.53275 -13.40562 5.34987
5 C -5.92901 -11.94520 4.84021
6 C -4.79154 -10.81411 4.79507
7 N -3.69871 -11.11848 5.68433
8 H -2.80228 -14.71233 3.96937
9 H -3.06351 -14.51899 5.60014
10 H -5.07797 -15.26377 4.35544
11 H -4.94059 -13.77373 3.40541
12 H -5.11604 -13.40927 6.41890
13 H -6.52705 -13.91225 5.46710
14 H -6.73070 -11.58988 5.46822
15 H -6.27392 -12.02164 3.82450
16 H -5.20275 -9.82024 5.03890
17 H -4.35696 -10.76857 3.78971
18 H -4.00992 -11.69330 6.47812
19 H -3.37533 -10.21607 6.02981
20 S -0.19286 -13.22913 4.02397
21 C 0.95263 -12.01328 4.44098
22 C 2.32920 -12.33509 4.36183
23 C 3.25818 -11.50590 4.86735
24 C 2.91979 -10.16940 5.24555
25 C 1.62804 -9.72486 5.10511
26 C 0.56881 -10.66048 4.76910
27 S -1.04817 -10.08067 4.64806
28 H 2.52831 -13.30353 3.91313
29 H 4.26452 -11.90997 5.10315
30 H 3.66103 -9.53739 5.68135
31 H 1.34323 -8.72383 5.39158



2.
Formula: C5H12NO
Source: the OMol25 dataset
Level of theory: ωB97M-V/def2-TZVPD

total charge: +1
E_LUMO: -0.1233 Ha
Kohn-Sham gap: 11.78 eV
SMILES: C[NH2+][C@]1(C)O[C@@H]1C
energy above the lowest of the compared OMol25 structures with the same formula, charge and spin: 2.539 eV

Geometry (Å):
1 C 1.41677 0.06473 0.32704
2 C 0.19087 0.75695 -0.17036
3 C 1.55325 -1.43705 0.19792
4 C -0.36494 1.97707 0.52775
5 C -1.79403 -0.80941 -0.17269
6 N -0.73294 -0.13553 -0.87401
7 O 1.44205 0.83812 -0.80816
8 H 1.88274 0.57368 1.29273
9 H 1.26128 -1.81583 -0.72245
10 H 1.14891 -2.01923 0.97329
11 H 2.67133 -1.50664 0.16453
12 H -0.81678 2.64544 -0.20748
13 H 0.59295 2.38533 1.05071
14 H -0.90669 1.55724 1.39762
15 H -1.31729 -1.31257 0.77344
16 H -2.63477 -0.00776 -0.00293
17 H -2.41398 -1.56723 -0.72253
18 H -1.21357 0.48378 -1.64115
19 H 0.03484 -0.67113 -1.38326



3.
Formula: C20H28N2O2S
Source: the OMol25 dataset
Level of theory: ωB97M-V/def2-TZVPD

total charge: 0
E_LUMO: 0.0262 Ha
Kohn-Sham gap: 8.85 eV
SMILES: Cc1cccc(N2CCN(C[C@@H](O)COCc3cccs3)CC2)c1C
energy above the lowest of the compared OMol25 structures with the same formula, charge and spin: 0.317 eV

Geometry (Å):
1 C 2.03001 -6.04755 -3.29348
2 C 2.48872 -5.14447 -2.18711
3 C 3.83461 -5.10173 -1.84762
4 C 4.27373 -4.29273 -0.81789
5 C 3.37648 -3.49101 -0.13919
6 C 2.02579 -3.50223 -0.47500
7 C 1.57183 -4.36020 -1.48713
8 C 0.10641 -4.46572 -1.79105
9 H -0.47227 -4.03158 -0.98114
10 H -0.18013 -5.50947 -1.90484
11 H -0.14463 -3.95116 -2.71941
12 N 1.08029 -2.70190 0.20300
13 C 1.37367 -2.32123 1.56678
14 C 0.07713 -1.84618 2.22311
15 N -0.42830 -0.69187 1.50089
16 C -0.70531 -1.06255 0.12533
17 C 0.58177 -1.55419 -0.53134
18 H 0.39351 -1.83386 -1.56739
19 H 1.32215 -0.73464 -0.52287
20 H -1.08694 -0.19096 -0.40801
21 H -1.46444 -1.86309 0.07183
22 C -1.53607 -0.01030 2.16025
23 H -2.43602 -0.00368 1.54056
24 C -1.12775 1.44485 2.45383
25 C -1.01453 2.26150 1.15736
26 O -2.23463 2.18825 0.45096
27 C -2.25969 2.98874 -0.70796
28 C -2.25770 4.45602 -0.40643
29 C -2.96620 5.11042 0.55271
30 C -2.72306 6.50266 0.56580
31 C -1.83521 6.88534 -0.38460
32 S -1.26736 5.55195 -1.31163
33 H -1.47344 7.86923 -0.60697
34 H -3.19324 7.18387 1.25203
35 H -3.63437 4.60757 1.22839
36 H -3.18716 2.71114 -1.22241
37 H -1.40931 2.74837 -1.36513
38 H -0.77248 3.30222 1.41199
39 H -0.19385 1.85819 0.54368
40 O 0.09223 1.47813 3.14689
41 H 0.68184 0.87383 2.67203
42 H -1.87370 1.91321 3.10287
43 H -1.77306 -0.49991 3.10908
44 H 0.27660 -1.56052 3.25823
45 H -0.64914 -2.67783 2.21901
46 H 1.76162 -3.18942 2.10288
47 H 2.11196 -1.50246 1.62405
48 H 3.73278 -2.84536 0.64871
49 H 5.32034 -4.27403 -0.55087
50 H 4.54063 -5.71466 -2.38912
51 H 1.43918 -5.49664 -4.02362
52 H 1.40863 -6.85269 -2.90076
53 H 2.88237 -6.49270 -3.80048



4.
Formula: C27H71B2N9O10P
Source: the OMol25 dataset
Level of theory: ωB97M-V/def2-TZVPD

total charge: -1
E_LUMO: 0.0751 Ha
Kohn-Sham gap: 4.52 eV

Geometry (Å):
1 C -1.33433 0.15231 0.69339
2 C -0.17985 -0.86520 0.57102
3 B 0.89592 -0.50525 -0.54212
4 O 0.38307 0.09014 -1.68342
5 P 2.92308 -0.76150 -0.59235
6 C 3.16231 0.86898 0.46729
7 C 3.17443 2.11641 -0.39715
8 N 4.52079 2.43264 -0.91761
9 C 2.96184 -1.93295 0.96147
10 O 2.91523 -1.28552 2.22491
11 C 2.53823 -2.14220 3.26856
12 B 2.67704 -2.36806 -1.80831
13 N 3.25178 -3.70899 -1.59942
14 O 1.86364 -2.19797 -2.94335
15 H -2.02754 -0.00323 -0.13673
16 H -0.95473 1.17618 0.62348
17 H -1.86736 0.07844 1.64482
18 H 0.30215 -1.03531 1.53659
19 H -0.57632 -1.84526 0.26061
20 H 1.14753 0.14730 -2.29172
21 H 4.47440 -0.87003 -0.71099
22 H 2.89449 0.08629 -1.89924
23 H 4.11618 0.76812 0.99317
24 H 2.36294 0.93905 1.21377
25 H 2.81458 2.99653 0.14824
26 H 2.47273 1.96297 -1.23353
27 H 4.61850 3.42786 -1.07816
28 H 4.67205 1.96184 -1.80244
29 H 2.10051 -2.62210 0.89030
30 H 3.88366 -2.53414 0.89166
31 H 1.47086 -2.40259 3.19942
32 H 2.69417 -1.60235 4.20838
33 H 3.10608 -3.08093 3.28599
34 H 4.10071 -3.59484 -1.04786
35 H 2.67676 -4.32399 -1.02794
36 H 1.07343 -2.74644 -2.96773
37 C -3.81761 -0.48508 5.39382
38 C -3.31059 -1.03269 4.07468
39 O -2.30232 -1.71004 4.00280
40 N -4.01432 -0.72222 2.95192
41 C -5.20763 0.07705 2.83182
42 H -3.13078 -0.82295 6.16415
43 H -3.84405 0.60525 5.38627
44 H -4.82368 -0.84298 5.61782
45 H -3.59772 -1.08549 2.10610
46 H -6.03154 -0.48978 2.39278
47 H -5.03893 0.95977 2.21159
48 H -5.52464 0.41635 3.81499
49 C -4.19875 1.35455 -3.54311
50 C -3.21415 0.49237 -2.78714
51 O -3.55625 -0.34876 -1.96054
52 N -1.89933 0.70239 -2.99515
53 C -1.23707 1.61628 -3.88643
54 H -5.19909 1.06344 -3.23356
55 H -4.03796 2.41034 -3.32107
56 H -4.08907 1.22120 -4.62054
57 H -1.30113 0.16942 -2.36720
58 H -0.57039 1.07460 -4.55754
59 H -0.63903 2.33384 -3.31762
60 H -1.94394 2.16429 -4.50359
61 C 1.56588 3.63344 -5.06448
62 C 0.70774 4.79463 -4.61616
63 O -0.37607 5.02454 -5.13225
64 N 1.18374 5.57015 -3.60914
65 C 2.41624 5.41132 -2.86727
66 H 1.02488 3.10811 -5.84628
67 H 2.52873 3.97267 -5.44936
68 H 1.76034 2.94710 -4.23856
69 H 0.56572 6.31832 -3.33415
70 H 2.22423 5.23515 -1.80788
71 H 3.05403 6.29257 -2.96124
72 H 2.96718 4.55588 -3.24640
73 C -2.40268 7.49512 -4.73231
74 C -2.84391 8.56030 -3.76072
75 O -2.50025 8.55753 -2.59105
76 N -3.64652 9.55788 -4.23706
77 C -4.15064 9.72813 -5.57816
78 H -1.79950 6.76081 -4.21120
79 H -3.25191 6.97625 -5.17986
80 H -1.81201 7.92008 -5.54537
81 H -3.90169 10.23701 -3.53779
82 H -3.81489 10.66819 -6.02231
83 H -5.24261 9.71090 -5.60779
84 H -3.79057 8.91848 -6.20604
85 C 0.22996 -0.67777 -6.87527
86 C -1.21802 -0.55305 -7.29536
87 O -1.91926 0.37396 -6.93268
88 N -1.72185 -1.53229 -8.10004
89 C -1.05005 -2.70278 -8.61131
90 H 0.46842 0.17650 -6.25028
91 H 0.40557 -1.59213 -6.30755
92 H 0.89581 -0.68592 -7.73957
93 H -2.69187 -1.39580 -8.33685
94 H -1.03342 -2.71486 -9.70353
95 H -1.52557 -3.62373 -8.26743
96 H -0.02108 -2.71501 -8.26389
97 C 3.40618 -5.67507 6.99350
98 C 3.78353 -4.71765 5.88460
99 O 3.63293 -5.00103 4.71116
100 N 4.27117 -3.49768 6.24313
101 C 4.49630 -2.97871 7.56941
102 H 3.02785 -6.57789 6.52313
103 H 4.25189 -5.92792 7.63346
104 H 2.62262 -5.24446 7.61960
105 H 4.47177 -2.90244 5.45272
106 H 3.89544 -2.08681 7.76045
107 H 5.54510 -2.71913 7.73001
108 H 4.22264 -3.72660 8.30906
109 C -0.41012 -7.93748 9.32252
110 C -0.13760 -6.51151 9.75067
111 O 0.70225 -6.24775 10.59468
112 N -0.85775 -5.52821 9.14899
113 C -1.87018 -5.65265 8.12377
114 H 0.25984 -8.57686 9.88899
115 H -1.44297 -8.22476 9.52365
116 H -0.22642 -8.07429 8.25624
117 H -0.62138 -4.60262 9.47128
118 H -1.58531 -5.12605 7.21165
119 H -2.83122 -5.25936 8.46033
120 H -2.00910 -6.70001 7.87169